(1)
{"formula": "C5H12OS", "method": "ωB97M-V/def2-TZVPD", "species": ["C", "O", "H", "C", "H", "H", "H", "H", "C", "H", "S", "C", "H", "H", "H", "H", "H", "C", "H"], "xyz": [[2.01710, -1.90253, -0.86751], [-0.40237, -1.89109, -1.82618], [1.66377, 1.13691, -1.70790], [-0.66836, -0.34515, 1.48733], [-3.15704, 1.50933, 2.01487], [2.01811, -2.93525, -0.68584], [0.33263, -0.47118, 1.94812], [-3.28500, 0.24514, 0.96981], [0.73710, 0.45854, -1.35625], [2.97950, -1.57139, -1.15561], [0.84958, -1.24841, -2.11513], [-2.58566, 1.07510, 1.16538], [0.63733, 0.36061, -0.25117], [-1.20688, -1.28041, 1.21315], [-2.82940, 1.88979, 0.43732], [-0.63382, 1.72680, 1.74285], [1.72770, -1.35601, -0.01546], [-1.17257, 0.85830, 1.44343], [-0.21397, 0.94882, -1.85563]], "forces_ev_per_a": [[-0.4235, 1.6779, -0.8580], [-2.6880, -1.2221, 0.4266], [-1.9327, -1.6733, 0.9458], [1.3048, -1.8174, 0.9703], [0.8705, -0.0518, 0.2764], [-0.4232, -1.4340, -0.2415], [-0.4941, -0.1024, -0.6525], [1.0572, -0.2626, -0.4551], [0.4545, 1.5395, -1.8162], [1.2110, 0.2800, -0.2895], [2.3040, 1.4221, -0.0217], [-3.2919, 1.8070, -0.3318], [0.0801, 0.3282, -1.1562], [0.3472, 0.9894, 0.1687], [0.5658, -0.7490, -0.0168], [0.6097, 0.4498, 0.1779], [-0.1613, 0.2434, 1.4427], [-1.2052, -0.3204, 0.2652], [1.8151, -1.1044, 1.1658]], "e_homo_ev": -8.712, "orbital_gap_ev": 9.60, "e_above_lowest_kj_mol": 279.7, "total_charge": 0}


(2)
{"formula": "C5H12OSSi", "method": "ωB97M-V/def2-TZVPD", "species": ["C", "H", "C", "S", "C", "H", "H", "H", "H", "C", "C", "Si", "H", "H", "H", "H", "H", "H", "H", "O"], "xyz": [[0.16792, -2.24352, 2.29803], [-1.11730, -0.03970, 1.65374], [-0.14352, 2.66924, -2.38859], [0.55200, 1.21119, 0.72903], [-0.15409, 0.15754, 1.99698], [-1.09096, 3.18201, -2.20503], [-0.82796, -2.17522, 1.96745], [0.48654, -1.89706, -0.39406], [-1.86421, 0.16907, -0.80080], [0.70988, -1.06022, 2.42879], [0.25700, -1.34558, -1.29919], [-0.44792, 0.33839, -0.90801], [0.66835, -3.14278, 2.20851], [0.49504, 3.02176, -1.62837], [1.69014, -0.95756, 2.75601], [1.18363, -1.06908, -1.65593], [0.12569, 3.06016, -3.36043], [-0.23211, -1.92498, -2.03405], [-0.30002, 0.75605, 2.88530], [-0.15813, 1.29029, -2.24937]], "forces_ev_per_a": [[-0.5583, 1.0729, -0.6925], [-1.6363, -1.2176, -0.2764], [-0.9044, 0.8328, 0.4792], [0.6116, 0.6633, -0.1281], [2.2172, -0.1212, 2.1187], [-0.5101, -0.4611, 0.1944], [-1.3015, -0.7121, -0.4436], [-0.3382, -0.2754, 0.1520], [-1.0960, 0.2647, 0.6312], [-2.1294, 1.0284, -1.2269], [-0.8384, 0.8347, 1.5925], [0.7431, -0.2662, -1.8662], [0.9519, -1.7908, 0.7024], [1.1532, 1.0800, 0.6332], [1.7288, 0.6952, 0.3038], [2.3721, 0.4283, -1.1157], [0.5915, -0.6306, -0.4030], [-0.7550, -0.6211, -0.6586], [0.0117, 0.5768, 0.1486], [-0.3134, -1.3808, -0.1449]], "e_homo_ev": -9.227, "smiles": "C=CCS[Si@H](C)OC", "orbital_gap_ev": 10.08, "e_above_lowest_kj_mol": 0.0, "total_charge": 0}


(3)
{"formula": "C5H12OSSi", "method": "ωB97M-V/def2-TZVPD", "species": ["H", "C", "H", "Si", "H", "C", "S", "H", "H", "H", "H", "H", "H", "H", "C", "O", "H", "H", "C", "C"], "xyz": [[-1.94206, 1.30391, -1.86046], [-0.12311, 0.32111, 1.05158], [1.06379, 1.58526, -2.09456], [-0.43128, -0.14606, -0.74050], [1.80442, 0.59100, 4.11493], [0.99511, 0.42823, -1.91065], [1.20821, 0.09736, 2.04494], [-2.57222, 1.19302, -0.27661], [-0.87966, -2.27634, 0.14224], [-0.12319, 1.37589, 1.01666], [-1.15930, -2.37468, -1.65519], [0.88389, -0.04112, -2.88971], [-2.76726, -0.18666, -1.51556], [1.42668, 2.06838, 3.25220], [-0.57296, -2.04349, -0.82336], [1.76584, -1.24601, 2.29973], [0.40739, -2.37959, -0.90848], [1.92085, 0.08123, -1.54961], [-2.12619, 0.57291, -1.08830], [1.22107, 1.07566, 3.39072]], "forces_ev_per_a": [[-0.1178, 0.3415, -0.6359], [2.2861, -0.8539, -0.3598], [-0.1550, -2.1290, 0.4689], [0.4349, -1.2129, -0.1737], [0.7981, -0.5798, 1.0459], [-1.7723, 2.1988, -0.5127], [-1.6874, -1.3033, 1.3966], [0.1055, -0.9498, -0.3617], [-1.1460, -0.9571, 1.5022], [-0.7288, 1.7651, 0.5667], [-0.5330, -0.4064, -0.1602], [-0.2218, 0.0614, -0.0997], [-0.4000, -0.0506, 0.2557], [-0.0844, 2.5427, -0.4267], [0.1623, 2.5985, -0.8942], [-0.6838, 1.3249, -0.7738], [1.8354, -0.9625, -0.3204], [1.2550, -0.3204, 0.7121], [0.5568, 1.1101, 0.2840], [0.0962, -2.2173, -1.5133]], "e_homo_ev": -8.399, "smiles": "C=S(=O)=C[Si](C)(C)C", "orbital_gap_ev": 7.45, "e_above_lowest_kj_mol": 374.8, "total_charge": 0}


(4)
{"formula": "C5H12S", "method": "ωB97M-V/def2-TZVPD", "species": ["C", "H", "H", "H", "H", "H", "H", "H", "C", "S", "C", "H", "H", "H", "H", "H", "C", "C"], "xyz": [[-0.94358, -0.83951, -1.04796], [-1.35635, 1.57016, 1.48228], [-2.59947, 0.38374, 1.52805], [-2.32069, -1.02317, -1.15323], [2.92375, 0.29232, 0.10228], [-0.48135, -0.00798, -2.08032], [-0.37987, -2.12348, -1.25294], [-2.07253, 1.41215, -0.32227], [-0.52859, 0.03440, 0.15722], [0.66690, 1.30989, -0.04928], [-1.83052, 0.89169, 0.68377], [-0.59726, -1.40497, 1.94139], [2.75142, 1.48663, -1.35906], [1.22280, -0.03211, 1.85119], [2.12928, -0.18367, -1.47397], [0.87537, -1.66536, 0.54382], [0.31393, -0.79919, 1.17088], [2.22676, 0.69846, -0.72185]], "forces_ev_per_a": [[-0.7948, -0.7256, -4.1990], [-0.6228, -0.1049, -1.6840], [1.5410, 0.6107, -3.4066], [4.6666, 0.6789, 0.3043], [-0.9624, 0.8348, -1.2060], [-1.8890, -3.0783, 2.7251], [-1.7347, 4.4132, 0.9179], [-0.7304, -0.5876, 2.3055], [-0.4510, -1.8885, 1.8949], [0.6557, 3.2654, -2.1163], [1.8449, -0.4673, 2.0422], [3.2093, 1.5719, -1.9146], [-0.8739, -0.7225, 1.2769], [-3.2980, -2.9137, -1.8929], [-0.2557, 1.3718, 1.2794], [-1.1112, 2.1052, 1.8060], [-0.6176, -2.2734, 2.8593], [1.4238, -2.0905, -0.9920]], "e_homo_ev": -8.147, "orbital_gap_ev": 8.84, "e_above_lowest_kj_mol": 659.9, "total_charge": 0}


(5)
{"formula": "C5H12SSi", "method": "ωB97M-V/def2-TZVPD", "species": ["H", "C", "C", "H", "C", "H", "H", "H", "H", "C", "H", "S", "H", "H", "H", "H", "H", "Si", "C"], "xyz": [[-1.86033, -0.96486, -1.40397], [1.67413, 3.90683, 0.45952], [-0.98160, -0.24380, -1.10608], [0.77171, -3.17912, 1.54612], [-1.83401, -1.42430, 1.81896], [2.73927, 4.03997, 0.36791], [-1.57524, -2.08738, 2.67043], [-2.53727, -1.91894, 1.12541], [-1.39537, 0.78122, -0.84625], [0.76075, -2.54880, 0.62522], [0.66735, -3.11500, -0.25802], [0.66591, 0.67816, 1.49385], [1.84611, -2.22147, 0.62779], [-0.35208, -0.04852, -2.02037], [0.16795, 5.33593, 0.08344], [-2.28931, -0.57840, 2.21438], [-0.33965, 3.55613, 0.89370], [-0.38854, -1.01281, 0.66942], [0.41247, 4.32392, 0.41323]], "forces_ev_per_a": [[1.4417, 1.5343, 0.3004], [-1.5838, 0.1343, 0.1427], [-1.4098, -0.6593, 0.5554], [-0.6884, 0.3156, -0.7289], [0.8054, -1.5948, -1.1735], [-0.2269, 0.2306, -0.2402], [0.0135, 0.2192, -0.7573], [-0.0588, -0.0940, 0.5782], [0.1417, -1.2997, -0.1970], [1.6579, 1.3080, 1.4493], [-0.3834, -1.0153, -0.9582], [-0.0050, -0.0547, 0.0770], [-1.1483, 0.1044, -0.2518], [-0.1763, -0.7094, 1.2709], [-0.4070, -0.2840, 0.0605], [-0.9092, 1.6522, 0.5734], [1.0212, 1.8821, -1.2380], [0.7681, 0.3856, -0.7293], [1.1475, -2.0551, 1.2664]], "e_homo_ev": [-9.324, -8.254], "orbital_gap_ev": [9.77, 6.21], "e_above_lowest_kj_mol": 401.6, "total_charge": 0}